Below is the molecule C3H6ClFS at a distorted geometry, with properties calculated with the ωB97M-V functional and the def2-TZVPD basis.

Each line ends with the natural charge from an NBO analysis.
Positions of all 12 atoms, in Å:
H (-1.702, -1.771, 0.640)  0.2196
H (0.089, -1.952, 1.043)  0.2403
F (-1.361, -0.340, -1.485)  -0.3442
H (1.499, 1.020, 1.175)  0.1345
C (-0.605, -1.710, 0.244)  -0.6613
C (-0.458, -0.349, -0.470)  0.3586
Cl (1.152, -0.336, -1.185)  -0.0620
H (-0.405, -2.385, -0.634)  0.2336
H (-0.586, 1.720, -0.277)  0.2301
C (-0.661, 0.892, 0.405)  -0.5823
S (0.363, 1.150, 1.863)  -0.0033
H (-1.693, 0.751, 0.686)  0.2365

Summary:
SMILES: C[C@](F)(Cl)CS
charge: 0
HOMO: -9.570 eV
frontier orbital gap: 10.33 eV
calculated total energy: -1076.14661 Eh
LUMO: 0.76 eV
relative energy (zero: lowest compared OMol25 entry of this formula, charge and spin): 0.0 kJ/mol